# 1
This record from the Open Molecules 2025 dataset describes a structure of composition C15H24ClO7P2S2SnTe. The level of theory is ωB97M-V/def2-TZVPD.

Geometry as ORCA input:
```
! RIJCOSX wB97M-V def2-TZVPD def2/J DEFGRID3
* xyz 0 2
H -0.32 -5.73 0.86
C -1.01 5.43 1.49
C -0.52 3.10 0.77
C 0.79 -4.49 -2.14
H 6.62 -1.92 -1.03
H 0.25 -4.57 -3.08
H 1.77 -5.33 2.09
O -0.96 -3.73 0.94
C -2.74 3.79 1.78
H 4.21 4.02 1.26
S 1.68 0.43 -1.53
O 0.65 3.37 0.59
Te -2.45 -5.64 -1.30
C -3.57 4.76 2.32
O -2.13 -2.44 -0.87
H 2.40 2.44 0.66
P -1.30 -3.62 -0.60
H 1.68 -4.14 0.78
O 0.12 -3.53 -1.29
C -3.11 6.06 2.43
H -1.50 7.43 2.12
H 1.31 -3.65 2.43
H 2.17 -3.01 -2.81
C -1.84 6.41 2.02
S 1.24 -0.64 1.55
P 2.55 -0.22 0.13
H 6.00 -1.25 0.49
C 3.31 2.09 1.13
H 3.13 1.96 2.20
H 5.64 -2.93 0.06
C 5.77 -1.92 -0.34
O 3.41 -1.52 -0.14
H -4.57 4.51 2.66
H 4.65 -0.45 -1.45
O -1.08 1.95 0.49
H 4.28 -2.12 -1.90
H 4.65 3.12 -0.20
Cl -4.17 7.28 3.09
H -0.01 5.67 1.17
H 2.74 -4.68 -2.99
H 5.38 2.68 1.36
C 4.53 -1.46 -1.06
C -0.23 -4.85 1.51
C 4.46 3.03 0.87
H -0.72 -5.08 2.45
H -3.07 2.77 1.68
H 2.72 -3.90 -1.39
C 2.19 -3.99 -2.34
H 0.78 -5.47 -1.66
Sn -0.63 0.04 -0.23
C 1.22 -4.47 1.71
O 3.68 0.78 0.60
C -1.45 4.12 1.36
*
```

The largest force on an atom is 0.386 eV/A. The LUMO energy (alpha / beta) is 0.1 / -2.9 eV. Its HOMO energy (alpha / beta) is -8.5 / -8.5 eV. The HOMO-LUMO gap (alpha / beta) comes out at 8.66 / 5.68 eV. As for the energy relative to the best compared isomer or geometry (same formula, charge and spin): 0.00 kcal/mol.


# 2
This record from the Open Molecules 2025 dataset describes a structure of composition C15H24F4N2O3PRe at a distorted geometry. The level of theory is ωB97M-V/def2-TZVPD.

Geometry as ORCA input:
```
! RIJCOSX wB97M-V def2-TZVPD def2/J DEFGRID3
* xyz 3 2
H 1.25 0.86 -3.16
H 1.78 2.43 -2.55
H 3.23 0.53 -1.68
H 0.83 3.54 -1.10
C 3.57 -3.44 -1.62
H 2.78 -5.38 -2.08
H -1.23 2.17 -3.30
H 0.31 2.56 3.90
P -0.94 -0.07 1.98
C -0.56 3.05 0.45
H 0.61 -1.55 3.86
H -2.29 0.36 -0.96
F 4.82 -3.79 -1.75
N 1.50 -0.47 -0.85
C 2.55 -4.35 -1.81
H 0.35 -3.11 3.03
H -3.79 -1.07 2.61
H -0.84 3.61 -1.61
H -0.68 4.08 0.80
C 1.92 -1.72 -1.12
C 2.26 0.76 -1.26
F 4.25 -1.31 -1.05
H -4.45 0.34 1.74
C -2.39 1.16 -1.75
O -0.82 -1.57 2.31
C -0.53 1.89 3.85
H -1.53 2.57 0.61
H 2.43 1.38 -0.38
H -0.73 1.46 4.83
C 1.37 1.47 -2.26
C 0.92 -2.70 -1.28
H -1.41 2.37 3.45
C -0.11 -2.23 3.44
Re -0.31 0.01 -0.33
F -0.37 -2.28 -1.15
C -0.14 3.05 -1.00
C 3.28 -2.14 -1.29
F 0.23 -4.82 -1.83
O -2.41 0.40 2.05
H 0.21 2.60 1.09
H -0.87 0.46 -3.13
H -3.20 0.79 -2.39
N 0.00 1.66 -1.63
H -0.87 -2.50 4.17
C 1.19 -3.97 -1.63
H -3.55 -0.92 0.85
C -3.64 -0.38 1.79
H -2.73 2.07 -1.26
C -1.13 1.36 -2.57
O -0.12 0.78 2.95
*
```

The largest force on an atom is 2.953 eV/A. The LUMO energy (alpha / beta) is -12.9 / -12.9 eV. Its HOMO energy (alpha / beta) is -18.5 / -18.4 eV. The HOMO-LUMO gap (alpha / beta) comes out at 5.69 / 5.56 eV.


# 3
This record from the Open Molecules 2025 dataset describes a structure of composition C15H24IN2O7P2Pd at a distorted geometry. The level of theory is ωB97M-V/def2-TZVPD.

Geometry as ORCA input:
```
! RIJCOSX wB97M-V def2-TZVPD def2/J DEFGRID3
* xyz 3 5
H 0.25 3.04 -2.92
Pd 1.75 -0.52 -0.83
C 3.80 -0.33 -0.62
C 0.66 -3.84 -1.39
C -4.21 1.76 0.43
C -4.36 0.59 2.52
H 0.14 1.26 -3.18
H 4.24 -1.00 0.13
H 1.67 -4.47 1.30
H 3.79 2.68 -1.43
O -4.22 2.84 -1.65
C 1.25 3.13 -0.02
P 1.87 -2.80 -0.47
H 2.44 -2.96 1.88
H 2.01 2.98 0.75
O -4.37 -0.83 4.31
P 1.51 1.85 -1.28
C -2.96 0.48 2.60
N -4.88 2.30 -0.74
I -1.05 -1.14 -1.59
H 3.27 1.92 -2.99
C -4.99 1.13 1.40
H 0.93 -4.89 -1.50
H -0.30 -3.76 -0.88
O 0.17 0.92 1.07
C -2.20 0.84 1.49
H 4.30 -0.55 -1.58
C -0.80 0.23 1.66
C 0.13 2.06 -2.44
C 2.95 2.56 -2.14
O -0.57 -0.79 2.31
O 2.11 0.07 2.22
H -2.21 2.21 -0.24
C 1.65 -3.37 1.24
O -6.12 2.19 -0.78
H 4.26 -3.30 -0.34
N -5.07 -0.27 3.44
H -0.81 2.02 -1.89
H 4.09 0.68 -0.34
H 0.24 3.03 0.39
H -6.07 1.07 1.29
O -6.29 -0.44 3.34
H 0.55 -3.39 -2.38
H 3.34 -4.70 -0.95
C 1.55 0.02 1.19
H 0.69 -3.00 1.61
H 1.40 4.13 -0.44
H 2.66 3.55 -2.51
H -2.46 0.13 3.49
C -2.80 1.62 0.47
C 3.43 -3.61 -0.98
H 3.67 -3.32 -2.01
*
```

The largest force on an atom is 4.415 eV/A. The LUMO energy (alpha / beta) is -10.8 / -14.5 eV. Its HOMO energy (alpha / beta) is -17.5 / -19.3 eV. The HOMO-LUMO gap (alpha / beta) comes out at 6.71 / 4.77 eV. As for the energy relative to the best compared isomer or geometry (same formula, charge and spin): 0.00 kcal/mol.


# 4
This record from the Open Molecules 2025 dataset describes a structure of composition C15H24INO2S4Se2TcTe2. The level of theory is ωB97M-V/def2-TZVPD.

Geometry as ORCA input:
```
! RIJCOSX wB97M-V def2-TZVPD def2/J DEFGRID3
* xyz 2 2
Tc 0.24 -0.73 -0.29
H 1.30 0.46 -4.46
C -3.06 -1.05 -2.41
N 2.37 -2.22 -2.86
Te 2.67 -3.95 0.70
C 1.64 -1.16 -3.11
H -0.09 1.60 3.07
C 2.81 1.75 4.84
H -1.08 3.53 -1.52
H 2.77 -0.49 -4.81
H -2.87 1.93 -0.94
H -1.68 -0.25 4.04
C -0.49 2.64 -1.69
S -2.52 1.58 -3.41
C 1.14 -0.07 3.64
H -4.08 0.10 0.06
C -2.47 1.53 -0.02
H 1.42 3.24 4.16
H 4.02 0.07 5.39
S -0.65 1.65 -0.17
H -0.38 2.58 -3.81
O 0.87 -0.63 -2.27
C 3.12 0.40 4.89
H -3.17 -2.09 -2.72
H -2.76 2.17 0.81
C -0.78 1.95 -3.02
Se 2.43 0.06 0.38
H -2.04 -1.96 3.60
C -3.00 0.13 0.22
H 0.56 2.95 -1.69
C 0.80 1.27 3.59
C 1.74 -0.53 -4.47
H 2.53 -1.58 4.29
O -0.51 -0.64 1.62
H 2.25 -2.72 -1.99
Te 4.09 -1.71 0.86
H -3.10 -0.47 -4.42
C 1.65 2.19 4.19
H -2.81 -0.18 1.24
S -2.26 -1.18 -0.77
H -4.06 -0.68 -2.16
H -0.25 1.01 -3.04
Se 0.45 -3.14 -0.13
H -0.95 -1.59 4.97
H -1.46 -0.55 -3.82
C -2.47 -0.23 -3.56
C 2.29 -0.53 4.27
H 3.46 2.47 5.31
H 2.92 -2.65 -3.59
S 0.11 -1.30 2.89
I 0.65 -1.71 -5.88
C -1.30 -1.26 3.99
*
```

The largest force on an atom is 0.707 eV/A. The LUMO energy (alpha / beta) is -8.2 / -8.0 eV. Its HOMO energy (alpha / beta) is -13.4 / -13.4 eV. The HOMO-LUMO gap (alpha / beta) comes out at 5.18 / 5.40 eV. As for the energy relative to the best compared isomer or geometry (same formula, charge and spin): 0.00 kcal/mol.


# 5
This record from the Open Molecules 2025 dataset describes a structure of composition C15H24MnN3O2S2Se at a distorted geometry. The level of theory is ωB97M-V/def2-TZVPD.

Geometry as ORCA input:
```
! RIJCOSX wB97M-V def2-TZVPD def2/J DEFGRID3
* xyz 1 2
C 2.39 -0.53 3.52
C -2.66 -0.76 1.19
C -1.04 -3.54 2.25
H -0.02 2.22 4.41
N -0.37 -0.35 -3.72
H -4.78 -1.38 2.73
Se -0.36 -2.89 0.70
C 1.40 1.42 -3.73
H -0.80 -0.97 -4.38
N -1.47 -3.97 3.23
H -5.36 -1.51 1.05
H 3.06 0.57 1.77
N -1.72 -1.45 -2.27
H 0.52 -0.87 -6.07
Mn -0.85 -0.64 0.93
S -0.27 0.44 -1.14
H 2.40 0.17 -7.25
H 3.01 2.81 -3.95
C 0.99 1.81 4.32
C -0.79 -0.50 -2.46
H 2.86 2.30 3.35
H 2.01 -0.80 1.41
H -4.90 -2.97 1.95
H 3.06 0.04 4.17
H -1.98 -1.65 -1.32
C 2.84 1.55 -5.66
C 2.13 0.52 -6.26
C 2.47 2.00 -4.41
C 1.81 2.58 3.31
H 1.11 1.80 -2.77
H -3.67 0.65 2.45
H 1.44 2.42 2.30
C 2.80 -0.44 2.06
H 3.68 2.00 -6.18
S 0.68 0.07 3.86
H 2.37 -1.56 3.86
C -4.68 -1.92 1.79
H 1.75 3.65 3.53
H -2.81 1.37 1.08
C -3.41 0.52 1.40
O -3.32 -1.87 1.32
H 1.44 1.78 5.31
C 0.71 0.37 -4.32
C 1.07 -0.07 -5.59
H 3.66 -1.08 1.89
O 0.01 0.20 2.50
H -4.35 0.52 0.83
H -2.01 -2.08 -3.00
*
```

The largest force on an atom is 1.076 eV/A. The LUMO energy (alpha / beta) is -3.0 / -2.7 eV. Its HOMO energy (alpha / beta) is -11.0 / -11.2 eV. The HOMO-LUMO gap (alpha / beta) comes out at 8.02 / 8.44 eV. As for the energy relative to the best compared isomer or geometry (same formula, charge and spin): 4.76 kcal/mol.